Entry 1:
216
Properties=species:S:1:pos:R:3 method="wB97M-V/def2-TZVPD" smiles=CC1(C)CCCC(C)(C)N1O.CC1(C)CCCC(C)(C)N1O.CC1(C)CCCC(C)(C)N1O.CC1(C)CCCC(C)(C)N1O.CC1(C)CCCC(C)(C)N1O.CC1(C)CCCC(C)(C)N1O.CCO.CCO.CCO.CCO e_tot_ha=-3525.7061
C 13.8795 12.4224 12.3246
C 13.1896 11.3122 11.5059
C 14.0513 10.9418 10.3039
C 13.0078 10.1232 12.5151
C 12.0622 9.0860 12.0540
C 10.6827 9.7518 11.7747
C 10.7527 10.8322 10.7730
C 11.0345 10.2338 9.4280
C 9.4961 11.6407 10.6935
N 11.8363 11.7686 11.2873
O 11.9032 12.8013 10.2822
H 13.2928 12.6071 13.2501
H 14.8791 12.2561 12.6198
H 13.8263 13.3839 11.7836
H 14.2236 11.7955 9.6498
H 15.0892 10.6766 10.5857
H 13.7517 10.2076 9.5616
H 13.9949 9.6757 12.7778
H 12.5856 10.5348 13.4387
H 12.4392 8.5961 11.1253
H 11.9863 8.2613 12.7576
H 10.3659 10.1277 12.7453
H 9.9051 9.0410 11.4705
H 11.8187 9.4820 9.3605
H 11.3472 10.9679 8.6784
H 10.1639 9.7737 8.9244
H 8.6759 10.9361 10.5577
H 9.5513 12.3844 9.9132
H 9.3104 12.2537 11.5518
H 11.5044 13.5898 10.6038
C 20.7669 18.8473 9.5254
C 19.2208 18.7448 9.4117
C 18.7879 19.6275 8.2532
C 18.8317 17.3124 9.1332
C 19.1442 16.3404 10.2590
C 18.3820 16.9357 11.4764
C 18.6511 18.4090 11.7940
C 17.5218 18.7886 12.7380
C 19.9447 18.5797 12.4984
N 18.4565 19.1143 10.5752
O 18.6300 20.5282 10.8600
H 21.1852 18.0156 10.0622
H 21.1534 18.6689 8.5471
H 21.0505 19.8343 9.9349
H 19.2564 19.2281 7.3690
H 17.7088 19.5538 8.1408
H 19.1614 20.6065 8.3555
H 17.7349 17.2874 9.0556
H 19.3158 17.0204 8.1608
H 18.8026 15.3323 10.0616
H 20.2340 16.3231 10.4800
H 18.4857 16.4051 12.3899
H 17.3401 16.7548 11.2619
H 17.7147 19.6828 13.3389
H 17.2355 17.9574 13.3999
H 16.6162 19.0107 12.1547
H 20.2738 19.5852 12.3721
H 20.7013 17.9015 12.0757
H 19.8540 18.4231 13.6311
H 17.8520 20.9615 10.4675
C 14.7559 19.3228 8.8755
C 13.9794 18.1432 9.5792
C 14.8240 16.8765 9.4009
C 13.9048 18.4760 11.0584
C 12.8509 17.6029 11.8506
C 11.5042 17.6735 11.1289
C 11.5650 17.3177 9.6661
C 11.8073 15.8030 9.5084
C 10.2335 17.7430 8.9981
N 12.6034 18.1633 9.0309
O 12.7786 17.6930 7.6728
H 14.2645 20.2843 9.1194
H 15.7652 19.2567 9.1722
H 14.8356 19.2489 7.8068
H 15.7985 17.1313 9.8032
H 14.3536 16.0365 9.9368
H 14.8217 16.5330 8.3416
H 14.8446 18.3370 11.5114
H 13.5021 19.4732 11.1772
H 13.2650 16.6279 12.0587
H 12.7584 18.1049 12.8619
H 11.1753 18.7312 11.1432
H 10.7108 17.1125 11.6771
H 12.7392 15.5432 9.9873
H 11.9142 15.4483 8.4828
H 10.9893 15.2491 9.9299
H 10.0758 18.7913 9.1315
H 9.3819 17.1907 9.4253
H 10.3203 17.5609 7.8907
H 12.7845 18.5252 7.1687
C 17.6044 17.8753 16.6312
C 18.4546 16.8009 17.3054
C 19.2464 15.9414 16.2214
C 19.5183 17.4978 18.1568
C 20.2527 16.4919 19.0653
C 19.2225 15.7542 19.8848
C 18.0668 15.0276 19.1035
C 18.5250 13.6593 18.5555
C 16.8566 14.8066 20.0487
N 17.5506 16.0593 18.1962
O 16.5190 15.4937 17.4304
H 16.9220 17.4540 15.8913
H 17.0701 18.4810 17.3435
H 18.2586 18.4890 15.9497
H 19.4198 16.5229 15.2820
H 20.2000 15.5756 16.5696
H 18.6516 15.0196 16.0501
H 20.2000 18.1125 17.6271
H 19.0536 18.0973 18.9425
H 20.8787 15.7182 18.6044
H 20.9459 17.0154 19.6956
H 18.5862 16.4996 20.3971
H 19.6315 15.0095 20.5561
H 17.8253 13.0824 17.9363
H 18.8254 12.9891 19.3632
H 19.4054 13.8902 17.9455
H 16.0737 14.1517 19.6311
H 16.3974 15.7475 20.4048
H 17.2146 14.4547 21.0018
H 16.9206 14.8784 16.7851
C 10.3861 12.4949 14.9100
C 10.3670 13.7696 15.8008
C 10.2955 13.3430 17.2662
C 11.6839 14.5436 15.5629
C 11.6815 15.3443 14.2342
C 10.5322 16.2701 14.2874
C 9.1847 15.5568 14.3568
C 8.1654 16.6378 14.6842
C 8.9166 14.7751 13.0735
N 9.2428 14.6776 15.5475
O 7.9565 14.0310 15.6116
H 11.1242 11.8809 15.3755
H 9.4265 11.9256 15.0945
H 10.5866 12.6129 13.8354
H 9.3813 12.8784 17.4978
H 11.0618 12.6002 17.4929
H 10.5054 14.2173 17.8891
H 11.8027 15.3632 16.2861
H 12.5250 13.8509 15.6415
H 12.6315 15.8802 14.2171
H 11.5268 14.6823 13.3606
H 10.5414 16.9998 13.4937
H 10.6325 16.8064 15.2160
H 7.2033 16.2013 14.7150
H 8.1618 17.4584 13.9415
H 8.5265 17.1177 15.5942
H 9.7718 14.1192 12.8592
H 8.6474 15.3503 12.2283
H 8.0395 14.1181 13.2760
H 7.5889 14.2662 16.4941
C 14.6417 11.5600 19.8310
C 14.6617 11.0735 18.3808
C 14.3263 12.2592 17.4959
C 16.0236 10.5201 17.9096
C 15.9571 9.5785 16.7520
C 14.9624 8.4356 17.0116
C 13.6065 8.9856 17.2536
C 12.9491 9.5081 15.9211
C 12.7592 7.7829 17.7748
N 13.7361 9.8871 18.3952
O 12.4651 10.4524 18.6792
H 14.5299 10.7533 20.5637
H 15.5155 12.1471 20.0516
H 13.7518 12.1648 19.9697
H 14.5220 12.0348 16.3998
H 13.2603 12.4743 17.6398
H 14.8672 13.1502 17.8085
H 16.6895 11.4002 17.6438
H 16.4809 9.9940 18.8110
H 15.7130 10.2172 15.8507
H 16.9357 9.1142 16.5365
H 15.3465 8.0623 17.9982
H 14.9156 7.6976 16.1822
H 12.7767 8.6266 15.2828
H 13.4773 10.2747 15.3948
H 11.9641 9.9167 16.0982
H 13.2042 7.3502 18.6696
H 12.7609 7.0046 16.9891
H 11.7582 8.0611 17.9389
H 12.1539 10.0486 19.5212
C 19.5737 10.6604 15.6612
C 19.4962 11.9388 14.8080
O 18.2525 12.0015 14.0770
H 18.6943 10.7062 16.3558
H 20.5262 10.5539 16.1828
H 19.2612 9.8025 15.0922
H 20.3208 12.0498 14.1477
H 19.5214 12.8440 15.4274
H 18.5172 11.6864 13.2243
C 17.5664 12.7913 10.7450
C 18.3560 11.5127 10.3693
O 19.0265 10.9585 11.4730
H 17.0026 12.5950 11.6337
H 16.9114 13.0037 9.9096
H 18.2297 13.6375 10.8823
H 19.0620 11.6900 9.5121
H 17.5790 10.8273 10.0661
H 19.7931 10.4636 11.2049
C 15.3067 15.6816 13.7753
C 16.6450 14.9423 13.8144
O 16.5357 13.9083 14.7701
H 14.9835 15.9987 14.7997
H 14.5042 15.0356 13.4004
H 15.3087 16.5494 13.1151
H 17.4254 15.5979 14.1929
H 16.9255 14.5877 12.8351
H 17.0253 13.1733 14.3960
C 12.1008 16.7047 19.4096
C 13.4511 16.4990 18.6682
O 14.4441 17.3879 19.2814
H 11.7387 17.7203 19.2714
H 12.1995 16.3125 20.4332
H 11.3465 16.0340 19.0684
H 13.2724 16.8099 17.6352
H 13.7942 15.4970 18.7611
H 15.2916 17.0552 18.9831

---

Entry 2:
38
Properties=species:S:1:pos:R:3 method="wB97M-V/def2-TZVPD" charge=-1 e_tot_ha=-1405.1129
O 2.0122 0.6828 -0.4957
S 1.3442 1.1120 -1.7069
O 1.7325 2.3763 -2.2723
F 1.8936 0.0421 -2.8071
B -0.5986 0.7736 -1.6658
F -0.9123 0.2596 -0.3819
H -1.0838 1.8584 -1.8717
H -0.8096 -0.0171 -2.5564
N 4.1840 0.7846 1.4154
C 5.5218 0.9540 1.2212
C 6.1890 0.2169 2.1685
C 5.2040 -0.4301 2.9623
C 3.9789 -0.0601 2.4641
H 3.4459 1.1449 0.8245
H 5.8898 1.5815 0.4274
H 7.2594 0.1473 2.2753
H 5.3724 -1.0937 3.7947
H 2.9813 -0.3340 2.7620
N -0.6625 -3.8657 -1.5028
C -1.6433 -4.7586 -1.1647
C -2.2861 -4.2675 -0.0581
C -1.6676 -3.0308 0.2775
C -0.6681 -2.8121 -0.6330
H -0.0316 -3.9572 -2.2765
H -1.8030 -5.6572 -1.7360
H -3.1113 -4.7396 0.4497
H -1.9258 -2.3671 1.0853
H 0.0189 -1.9911 -0.7403
N -3.4751 1.7405 -0.1813
C -4.6343 2.1334 -0.7824
C -4.9400 3.3934 -0.3331
C -3.9122 3.7749 0.5719
C -3.0226 2.7321 0.6359
H -2.9703 0.8833 -0.3454
H -5.1435 1.4907 -1.4802
H -5.7976 3.9764 -0.6269
H -3.8280 4.7084 1.1036
H -2.1008 2.6150 1.1791

---

Entry 3:
17
Properties=species:S:1:pos:R:3 method="wB97M-V/def2-TZVPD" e_tot_ha=-1394.9019
O -0.4388 -0.3258 -1.8232
N -1.3259 -0.6990 -1.0393
O -1.8595 -1.7596 -1.0113
C -1.8382 0.2206 -0.0558
Cl -3.3687 -0.1769 0.5836
C -1.1734 1.3027 0.3679
F -1.8742 2.0743 1.2252
C 0.1694 1.8743 0.0983
C 1.2418 1.1588 -0.2041
C 1.5332 -0.2096 -0.1657
C 1.1562 -0.9668 0.9229
S 1.4789 -2.6378 1.1191
H 0.3039 2.8663 0.4661
H 2.0537 1.6404 -0.7704
H 1.8809 -0.6802 -1.0963
H 0.5114 -0.5020 1.5963
H 1.5492 -3.1798 -0.2133

---

Entry 4:
22
Properties=species:S:1:pos:R:3 method="wB97M-V/def2-TZVPD" smiles="CC1=CC=C([N+](=O)[O-])[Si]1(C)C" e_tot_ha=-767.8185
C 1.7131 0.6696 0.0480
C 0.3360 0.9710 -0.3571
C 0.0389 2.1793 -0.8297
C -1.3078 2.3412 -1.1737
C -2.1519 0.7751 -1.1772
N -3.4766 0.7268 -0.9053
O -4.2531 1.6267 -1.1634
O -3.7188 -0.4350 -0.5257
Si -1.0319 -0.3301 -0.1683
C -0.2737 -1.9627 -0.7952
C -1.3624 -0.5806 1.6969
H 2.3739 1.3521 -0.4917
H 1.9066 -0.5014 -0.2346
H 1.7871 0.7731 1.1556
H 0.6078 3.1126 -0.8398
H -1.8075 3.2973 -1.6097
H 0.6782 -2.0959 -0.3035
H -1.0236 -2.6811 -0.4370
H -0.1372 -1.9444 -1.9077
H -0.9331 0.3490 2.2140
H -2.4304 -0.6499 1.8771
H -0.6973 -1.5068 1.9024

---

Entry 5:
98
Properties=species:S:1:pos:R:3 method="wB97M-V/def2-TZVPD" charge=-1 e_tot_ha=-5912.5954 s_squared=8.84 multiplicity=6
Ru -2.2457 0.7244 -0.0290
Cl -5.3359 -5.4027 -2.7739
C -4.5412 -3.8802 -2.4107
C -3.7820 -3.2532 -3.3925
C -3.1671 -2.0506 -3.0852
C -3.2715 -1.4661 -1.8271
O -2.6216 -0.3222 -1.6307
C -4.0492 -2.1057 -0.8288
C -4.2239 -1.6065 0.4890
N -3.6503 -0.4829 0.9888
C -3.8373 -0.1035 2.2886
C -4.7028 -0.6976 3.2085
C -4.7735 -0.2220 4.5271
C -4.0211 0.8395 4.9617
C -3.1420 1.4824 4.0506
C -2.3602 2.6068 4.3819
C -1.5543 3.1837 3.4437
C -1.4745 2.6208 2.1660
N -2.1734 1.5540 1.8386
C -3.0413 0.9946 2.7371
C -4.6773 -3.3268 -1.1629
H -3.6739 -3.6993 -4.3717
H -2.5677 -1.5324 -3.8247
H -4.8400 -2.2066 1.1450
H -5.3256 -1.5296 2.9154
H -5.4527 -0.7070 5.2198
H -4.0980 1.2072 5.9776
H -2.4179 3.0112 5.3869
H -0.9717 4.0690 3.6599
H -0.8726 3.0674 1.3873
H -5.2732 -3.8348 -0.4127
O -2.4544 4.1862 -2.5448
S -2.1370 3.5509 -1.2893
O -1.2465 2.3370 -1.4672
O -1.5938 4.4349 -0.2670
S -3.8300 2.6281 -0.5531
N -1.3030 -3.6885 4.7621
N -0.7039 -2.6719 4.0270
N 0.5681 -2.6812 3.7180
C 0.6421 -1.5724 2.9824
N -0.5419 -0.9483 2.8713
N -1.3993 -1.6789 3.5599
H -0.6396 -3.9838 5.4654
H -2.1456 -3.2983 5.1644
H 1.5570 -1.2289 2.5231
C 5.6402 -1.2869 2.8845
C 4.6247 -0.6080 2.0019
C 3.6517 0.2272 2.5261
C 2.7129 0.8655 1.7176
C 1.6995 1.7367 2.4285
C 2.7090 0.6718 0.3179
As 1.1216 1.6450 -0.5235
N -0.1101 0.1973 -0.2452
C 0.0966 -1.1165 -0.5904
C 1.1255 -1.5335 -1.4569
C 1.2630 -2.8571 -1.8198
C 0.3893 -3.8217 -1.3179
C -0.6223 -3.4380 -0.4423
C -0.7648 -2.1160 -0.0784
C 1.6685 1.8596 -2.4082
C 2.7662 2.7196 -2.5818
C 3.5488 3.3618 -1.4501
C 3.1985 3.0382 -3.8640
C 2.5459 2.5745 -4.9923
C 3.0153 2.9313 -6.3780
C 1.4190 1.7874 -4.8029
C 0.9543 1.4267 -3.5398
C -0.2879 0.5663 -3.4973
C 3.7391 -0.1330 -0.2242
C 4.0099 -0.3907 -1.6964
C 4.6543 -0.7562 0.6264
H 5.3622 -1.2048 3.9354
H 6.6267 -0.8332 2.7624
H 5.7338 -2.3457 2.6360
H 3.6054 0.3813 3.6012
H 1.9974 1.8851 3.4672
H 0.7145 1.2650 2.4320
H 1.5932 2.7129 1.9588
H 1.7785 -0.7848 -1.8754
H 2.0414 -3.1386 -2.5198
H 0.4922 -4.8588 -1.6119
H -1.3113 -4.1747 -0.0476
H -1.5481 -1.8306 0.6084
H 3.2113 3.0890 -0.4596
H 3.4779 4.4483 -1.5313
H 4.6044 3.0895 -1.5182
H 4.0655 3.6855 -3.9717
H 3.9630 3.4694 -6.3488
H 2.2825 3.5631 -6.8849
H 3.1484 2.0354 -6.9875
H 0.8623 1.4402 -5.6698
H -0.9575 0.8598 -4.3065
H -0.8462 0.6624 -2.5715
H -0.0369 -0.4868 -3.6390
H 3.4799 0.2757 -2.3611
H 3.7512 -1.4198 -1.9574
H 5.0791 -0.2740 -1.8875
H 5.4279 -1.3773 0.1785

---

Entry 6:
65
Properties=species:S:1:pos:R:3 method="wB97M-V/def2-TZVPD" charge=+3 e_tot_ha=-1973.4958
Tl -2.5550 -5.8132 -5.2432
C 0.3770 -8.4414 1.4241
O 0.1277 -7.9372 0.3529
N -0.4383 -9.1137 2.0831
N 1.4511 -8.2827 2.0993
H -0.2074 -9.5041 2.9855
H -1.3594 -9.0767 1.6704
H 1.5548 -8.8105 2.9541
H 2.2327 -7.7378 1.7642
C 2.1944 -11.1778 -6.0716
O 2.1038 -9.9724 -6.1511
N 2.5517 -11.7341 -4.9414
N 2.3567 -12.0882 -7.0113
H 2.8030 -11.2853 -4.0722
H 2.6191 -12.7416 -4.9639
H 2.5073 -13.0787 -6.8834
H 2.4103 -11.6042 -7.8962
C 4.7036 -3.5156 -4.6840
O 3.4680 -3.4551 -4.5590
N 5.4912 -2.5622 -5.0932
N 5.4402 -4.5275 -4.2206
H 5.0019 -1.6954 -5.2650
H 6.4332 -2.5852 -4.7295
H 4.8144 -5.2298 -3.8527
H 6.4287 -4.6829 -4.3575
C -2.3450 -1.1085 0.9582
O -2.2143 -1.7278 -0.1090
N -2.8733 0.0184 1.1135
N -1.8190 -1.5312 2.0451
H -3.3036 0.3374 0.2572
H -2.8005 0.5860 1.9457
H -1.2966 -2.3708 1.8393
H -1.7190 -0.9034 2.8299
C -2.9130 -10.6656 -11.1454
O -2.5671 -10.1169 -10.1671
N -3.6245 -11.7038 -11.2575
N -2.4033 -10.2293 -12.2451
H -4.0338 -11.9801 -10.3765
H -3.9009 -12.0763 -12.1547
H -2.7565 -10.7344 -13.0453
H -1.7396 -9.4681 -12.2576
C -4.4688 -13.2255 -4.4333
O -3.8717 -12.1074 -4.4197
N -4.0157 -14.2774 -5.0432
N -5.6138 -13.4701 -3.8588
H -4.5194 -15.1413 -4.9014
H -3.0811 -14.2590 -5.4259
H -6.1395 -14.3217 -3.9950
H -5.9747 -12.7210 -3.2855
C -5.8806 -3.7297 -11.7965
O -5.1654 -3.9617 -10.8746
N -5.7329 -4.5200 -12.8198
N -6.7798 -2.8276 -11.9104
H -6.0848 -4.3236 -13.7459
H -5.1470 -5.3260 -12.6549
H -7.2621 -2.7923 -12.7971
H -6.7977 -2.1839 -11.1324
C -7.6286 -0.4595 -3.5627
O -6.9405 -1.3544 -4.0084
N -7.8005 0.6785 -4.1331
N -8.1841 -0.7058 -2.4026
H -7.0937 0.8641 -4.8303
H -8.3333 1.3755 -3.6327
H -9.0018 -0.2151 -2.0698
H -8.1921 -1.6505 -2.0452